Run i
{
  "formula": "C4H30BO23",
  "method": "the ωB97M-V functional and the def2-TZVPD basis",
  "charge": -1,
  "e_homo_ev": -7.800,
  "lumo_ev": 1.52,
  "orbital_gap_ev": 9.32,
  "symbols": ["O", "C", "O", "B", "O", "C", "O", "O", "C", "O", "C", "O", "O", "O", "H", "H", "O", "H", "H", "O", "H", "H", "O", "H", "H", "O", "H", "H", "O", "H", "H", "O", "H", "H", "O", "H", "H", "O", "H", "H", "O", "H", "H", "O", "H", "H", "O", "H", "H", "O", "H", "H", "O", "H", "H", "O", "H", "H"],
  "xyz": [[-18.410, -3.169, 10.498], [-18.741, -2.710, 11.614], [-17.978, -1.993, 12.306], [-18.661, -1.847, 13.654], [-19.872, -2.647, 13.562], [-19.876, -3.124, 12.364], [-20.908, -3.399, 11.782], [-18.917, -0.446, 13.957], [-18.424, -0.202, 15.099], [-18.347, 0.917, 15.561], [-17.748, -1.362, 15.601], [-17.793, -2.297, 14.745], [-17.230, -1.499, 16.668], [-17.728, -5.461, 9.362], [-17.998, -4.630, 9.828], [-16.987, -5.757, 9.919], [-19.885, 2.451, 13.612], [-19.778, 1.600, 13.212], [-19.111, 2.485, 14.186], [-16.199, -4.237, 13.312], [-17.068, -4.301, 13.709], [-16.293, -4.848, 12.565], [-18.651, -0.626, 8.941], [-19.198, -1.441, 8.975], [-17.835, -0.912, 9.278], [-18.219, -5.196, 14.999], [-17.354, -5.351, 15.295], [-18.604, -4.411, 15.408], [-15.657, -1.272, 10.364], [-15.708, -1.338, 11.303], [-14.784, -1.066, 10.094], [-21.761, -1.121, 10.438], [-21.109, -0.443, 10.585], [-21.776, -1.537, 11.303], [-16.001, 0.804, 13.680], [-16.229, 1.700, 13.970], [-15.225, 0.948, 13.122], [-15.508, -3.379, 17.568], [-16.169, -2.695, 17.312], [-14.757, -2.924, 17.914], [-15.988, 1.933, 16.363], [-16.875, 1.779, 16.026], [-15.767, 2.867, 16.193], [-17.162, 0.864, 10.995], [-17.245, 0.772, 11.917], [-16.467, 0.285, 10.689], [-14.291, -0.356, 15.735], [-15.089, 0.114, 15.488], [-14.351, -0.659, 16.632], [-15.554, -3.949, 10.218], [-15.515, -3.947, 9.248], [-15.815, -3.046, 10.377], [-14.947, -1.783, 13.086], [-15.186, -1.059, 13.670], [-15.413, -2.574, 13.270], [-20.753, -6.067, 10.575], [-19.964, -6.236, 11.055], [-21.188, -5.439, 11.128]]
}

Run ii
{
  "formula": "C4H30BO23",
  "method": "the ωB97M-V functional and the def2-TZVPD basis",
  "charge": -1,
  "e_homo_ev": -7.819,
  "lumo_ev": 1.95,
  "orbital_gap_ev": 9.76,
  "symbols": ["O", "C", "O", "B", "O", "C", "O", "O", "C", "O", "C", "O", "O", "O", "H", "H", "O", "H", "H", "O", "H", "H", "O", "H", "H", "O", "H", "H", "O", "H", "H", "O", "H", "H", "O", "H", "H", "O", "H", "H", "O", "H", "H", "O", "H", "H", "O", "H", "H", "O", "H", "H", "O", "H", "H", "O", "H", "H"],
  "xyz": [[-1.819, 0.969, -2.110], [-1.094, 0.373, -1.378], [0.178, 0.610, -1.126], [0.639, -0.319, -0.072], [-0.375, -1.386, -0.097], [-1.425, -0.951, -0.737], [-2.499, -1.484, -0.816], [0.670, 0.354, 1.213], [1.858, 0.213, 1.775], [2.233, 0.702, 2.792], [2.745, -0.546, 0.768], [2.007, -0.789, -0.317], [3.866, -0.895, 0.959], [-4.606, -0.260, -2.165], [-3.969, -0.848, -1.709], [-5.475, -0.559, -1.874], [-1.768, 1.859, 1.723], [-1.272, 1.103, 2.058], [-1.133, 2.345, 1.184], [3.320, -1.846, 4.315], [3.806, -1.091, 3.948], [3.772, -2.619, 3.964], [3.245, 3.564, 3.713], [4.116, 3.173, 3.604], [2.634, 2.871, 3.430], [-1.383, 2.692, -4.389], [-1.160, 3.545, -4.005], [-1.639, 2.151, -3.630], [-2.541, 4.186, -1.112], [-3.149, 3.427, -0.892], [-2.967, 4.961, -0.737], [-3.984, 2.051, -0.497], [-3.793, 1.539, 0.298], [-4.180, 1.384, -1.191], [4.988, 2.295, 0.647], [4.633, 1.750, 1.361], [5.396, 3.046, 1.091], [2.379, -0.404, -3.044], [1.693, -1.037, -3.277], [2.068, 0.003, -2.227], [-2.743, -2.932, -3.714], [-3.098, -2.907, -2.813], [-2.987, -3.801, -4.044], [-2.255, -0.007, -4.980], [-2.597, -0.102, -4.085], [-1.634, 0.737, -4.929], [-3.901, -3.917, -1.116], [-3.178, -4.362, -0.658], [-4.017, -3.097, -0.628], [-1.405, -4.263, 0.704], [-1.303, -3.302, 0.713], [-0.712, -4.588, 1.287], [6.512, -0.359, 2.903], [6.384, -1.183, 2.422], [7.245, 0.073, 2.454], [0.873, -0.789, 4.854], [1.760, -1.060, 4.539], [1.041, -0.274, 5.648]]
}

Relative calculated energies, zero for the most stable structure, unit eV: run i 1.650; run ii 0.000.

Run i
{
  "formula": "C3H5NO2S2",
  "method": "the ωB97M-V functional and the def2-TZVPD basis",
  "e_homo_ev": -8.915,
  "lumo_ev": -0.61,
  "orbital_gap_ev": 8.31,
  "symbols": ["C", "C", "C", "N", "O", "O", "S", "S", "H", "H", "H", "H", "H"],
  "xyz": [[-1.413, 0.271, -0.317], [1.245, -0.336, 0.217], [0.216, 0.409, 0.869], [-1.646, -0.998, -0.483], [-1.833, 1.341, -0.605], [0.395, 1.777, 0.900], [1.244, -1.987, 0.160], [2.432, 0.678, -0.570], [-0.216, -0.017, 1.771], [-0.916, -1.661, -0.188], [-2.396, -1.347, -1.066], [-0.280, 2.206, 0.342], [3.170, -0.338, -1.031]]
}

Run ii
{
  "formula": "C3H5NO2S2",
  "method": "the ωB97M-V functional and the def2-TZVPD basis",
  "smiles": "COC(=O)S/C=N\\S",
  "e_homo_ev": -8.992,
  "lumo_ev": 0.32,
  "orbital_gap_ev": 9.31,
  "symbols": ["C", "O", "C", "O", "S", "C", "N", "S", "H", "H", "H", "H", "H"],
  "xyz": [[3.783, -0.358, -0.113], [2.370, -0.744, -0.136], [1.519, 0.200, 0.104], [1.784, 1.388, 0.269], [0.010, -0.565, 0.092], [-1.044, 0.900, -0.220], [-2.321, 0.933, -0.119], [-3.275, -0.422, -0.021], [4.502, -1.233, -0.347], [3.976, 0.344, -0.920], [4.053, 0.200, 0.740], [-0.439, 1.837, -0.295], [-2.398, -1.491, 0.816]]
}

Relative calculated energies, zero for the most stable structure, unit eV: run i 0.000; run ii 1.033.

Run i
{
  "formula": "C24H26N7O5S3SiTl",
  "method": "the ωB97M-V functional and the def2-TZVPD basis",
  "charge": -2,
  "e_homo_ev": -2.000,
  "lumo_ev": 4.15,
  "orbital_gap_ev": 6.15,
  "symbols": ["Tl", "C", "C", "C", "C", "C", "C", "C", "C", "C", "S", "C", "N", "H", "H", "H", "H", "H", "H", "H", "H", "O", "C", "O", "C", "C", "N", "N", "C", "C", "O", "O", "H", "H", "H", "S", "C", "C", "N", "C", "S", "C", "N", "C", "Si", "C", "C", "C", "H", "H", "H", "H", "H", "H", "H", "H", "H", "H", "H", "N", "C", "N", "O", "H", "H", "H", "H"],
  "xyz": [[-0.126, -0.792, -0.303], [-2.535, 1.997, -2.244], [-2.479, 2.557, -0.853], [-3.008, 3.844, -0.591], [-2.987, 4.327, 0.679], [-2.461, 3.537, 1.723], [-2.472, 3.991, 3.059], [-1.966, 3.183, 4.039], [-1.440, 1.923, 3.723], [-1.398, 1.420, 2.427], [-0.734, -0.171, 2.223], [-1.928, 2.260, 1.376], [-1.943, 1.818, 0.090], [-3.139, 2.624, -2.900], [-2.956, 0.992, -2.202], [-1.534, 1.902, -2.671], [-3.419, 4.428, -1.406], [-3.383, 5.311, 0.911], [-2.894, 4.964, 3.288], [-1.976, 3.513, 5.072], [-1.043, 1.297, 4.514], [0.686, -5.661, 4.146], [1.704, -4.846, 4.274], [2.554, -4.996, 5.134], [1.801, -3.718, 3.307], [2.870, -2.857, 3.263], [2.617, -1.979, 2.277], [1.456, -2.202, 1.670], [0.932, -3.250, 2.275], [-0.428, -3.718, 1.831], [-0.844, -4.812, 2.300], [-1.053, -2.979, 1.038], [0.044, -5.358, 3.382], [3.765, -2.838, 3.865], [3.181, -1.215, 1.954], [0.950, -3.228, -1.251], [1.599, -2.661, -2.740], [2.884, -3.186, -3.124], [3.910, -3.627, -3.412], [0.983, -1.736, -3.534], [-0.535, -1.010, -3.141], [1.616, -1.289, -4.744], [2.090, -0.924, -5.731], [2.182, 1.579, -3.033], [2.311, 1.849, -1.184], [4.109, 2.367, -0.855], [1.262, 3.333, -0.668], [1.904, 0.346, -0.208], [2.327, 2.512, -3.588], [1.204, 1.167, -3.310], [2.935, 0.861, -3.376], [4.382, 3.251, -1.444], [4.800, 1.558, -1.119], [4.260, 2.606, 0.205], [1.843, 4.260, -0.719], [0.899, 3.212, 0.359], [0.384, 3.448, -1.310], [1.880, 0.527, 0.872], [2.544, -0.513, -0.445], [-3.819, -1.955, -2.626], [-3.202, -1.968, -1.384], [-3.227, -3.146, -0.716], [-2.737, -0.922, -0.920], [-3.801, -2.826, -3.130], [-3.507, -1.176, -3.183], [-3.357, -3.987, -1.250], [-2.536, -3.217, 0.039]]
}

Run ii
{
  "formula": "C24H26N7O5S3SiTl",
  "method": "the ωB97M-V functional and the def2-TZVPD basis",
  "charge": -2,
  "e_homo_ev": -1.823,
  "lumo_ev": 4.07,
  "orbital_gap_ev": 5.89,
  "symbols": ["Tl", "C", "C", "C", "C", "C", "C", "C", "C", "C", "S", "C", "N", "H", "H", "H", "H", "H", "H", "H", "H", "O", "C", "O", "C", "C", "N", "N", "C", "C", "O", "O", "H", "H", "H", "S", "C", "C", "N", "C", "S", "C", "N", "C", "Si", "C", "C", "C", "H", "H", "H", "H", "H", "H", "H", "H", "H", "H", "H", "N", "C", "N", "O", "H", "H", "H", "H"],
  "xyz": [[0.023, 0.006, -0.479], [2.246, -1.571, -2.742], [2.219, -2.477, -1.568], [2.812, -3.751, -1.673], [2.795, -4.594, -0.602], [2.222, -4.162, 0.609], [2.216, -4.981, 1.750], [1.633, -4.529, 2.906], [1.087, -3.254, 2.968], [1.092, -2.398, 1.876], [0.527, -0.789, 2.114], [1.643, -2.859, 0.639], [1.637, -2.080, -0.456], [2.926, -1.934, -3.510], [2.530, -0.569, -2.430], [1.241, -1.510, -3.160], [3.253, -4.049, -2.613], [3.214, -5.593, -0.649], [2.674, -5.962, 1.700], [1.613, -5.158, 3.786], [0.659, -2.898, 3.894], [-6.095, -1.772, 0.182], [-6.084, -0.651, -0.497], [-7.112, -0.136, -0.904], [-4.770, -0.006, -0.748], [-4.584, 1.131, -1.517], [-3.276, 1.430, -1.472], [-2.595, 0.554, -0.738], [-3.463, -0.337, -0.292], [-2.938, -1.532, 0.473], [-3.782, -2.326, 0.965], [-1.710, -1.656, 0.530], [-5.121, -2.056, 0.523], [-5.286, 1.722, -2.073], [-2.780, 2.135, -1.999], [-1.138, -1.412, -2.591], [-1.448, -0.094, -3.684], [-2.603, -0.235, -4.458], [-3.558, -0.380, -5.091], [-0.685, 1.052, -3.821], [0.755, 1.418, -2.948], [-1.117, 2.070, -4.676], [-1.448, 2.956, -5.339], [-1.620, 2.757, 2.695], [-0.028, 3.221, 1.748], [-0.080, 5.127, 1.393], [1.471, 2.971, 2.920], [0.172, 2.363, 0.102], [-1.753, 3.335, 3.607], [-1.585, 1.708, 2.968], [-2.503, 2.904, 2.079], [-0.113, 5.727, 2.300], [-0.948, 5.390, 0.793], [0.799, 5.427, 0.828], [1.461, 3.663, 3.759], [2.404, 3.117, 2.383], [1.459, 1.965, 3.325], [1.177, 2.485, -0.298], [-0.534, 2.732, -0.640], [3.375, 0.352, 1.804], [3.568, 0.893, 0.577], [4.573, 1.857, 0.527], [2.969, 0.575, -0.427], [3.667, 0.888, 2.607], [2.459, -0.110, 1.925], [5.277, 1.833, 1.246], [4.906, 2.057, -0.403]]
}

Relative calculated energies, zero for the most stable structure, unit eV: run i 0.000; run ii 0.680.